The following is a quantum chemistry calculation of C16H46AgFO18P4 as an isolated structure in a non-equilibrium geometry, from the OMol25 dataset.

Results
HOMO-LUMO gap	8.85	eV
charge	0
lowest unoccupied orbital energy	-1.0	eV
ΔE to the lowest compared entry with this formula, charge and spin	0.0	kJ/mol

```
86
Properties=species:S:1:pos:R:3:mulliken_charge:R:1
H 15.47759 26.15896 -14.49261 0.338
H 20.34561 23.62842 -21.31763 0.248
C 13.68246 22.99726 -11.52714 -0.785
O 13.74183 22.11433 -12.65346 -0.276
H 22.02170 16.90925 -13.75908 0.261
H 11.20691 20.62329 -11.39753 0.271
C 19.13769 19.36508 -16.08372 -0.364
Ag 13.86622 20.59920 -20.36930 0.432
H 19.76948 24.61916 -22.61670 0.336
O 17.13734 26.76589 -18.32838 -0.747
H 16.92803 21.52486 -17.06338 -0.725
H 13.79644 23.32003 -21.11295 0.209
P 16.90309 26.13303 -17.03140 0.901
H 13.47965 22.44739 -10.61457 0.262
H 19.20510 19.03631 -13.97629 0.300
H 14.78580 22.21377 -15.21353 0.094
O 12.54981 23.62825 -14.37297 -0.722
H 13.00189 23.82620 -11.73217 0.349
C 16.46086 23.59198 -17.51165 -0.065
C 14.30448 21.27614 -15.49641 -0.423
H 12.24700 19.85407 -12.64353 0.328
H 10.49408 19.86390 -12.84216 0.273
C 20.41223 23.76366 -22.40235 -0.703
H 8.87956 25.28751 -20.52511 0.277
O 17.69795 26.80120 -15.82269 -0.368
C 11.49713 23.18569 -17.20863 -0.373
H 14.64719 23.50255 -11.43977 0.281
H 14.13536 21.30266 -16.57469 0.193
O 12.60872 24.38450 -19.76907 -0.228
O 11.30411 21.68145 -13.15948 -0.406
O 10.36649 23.88318 -20.81498 -0.359
O 15.36250 26.20110 -16.57620 -0.251
H 13.86535 25.96275 -15.22390 0.232
H 12.52720 23.54839 -17.27197 0.165
H 15.90700 23.03061 -16.75844 -0.157
P 12.62541 22.28380 -13.79541 1.329
F 15.25497 21.85860 -19.20645 -0.231
H 16.67248 19.81616 -17.24973 0.344
C 19.92334 19.19552 -14.79700 -0.463
H 11.05573 23.69474 -16.35951 0.286
O 18.22657 20.43142 -15.97949 -0.264
H 17.87486 21.66315 -21.57655 0.406
H 19.50242 26.49580 -14.83163 0.255
O 11.93618 21.96170 -20.16813 -0.736
H 10.02902 25.66139 -21.78959 0.269
O 18.84017 23.32602 -25.22023 -0.725
C 14.92058 25.71754 -15.32125 -0.351
H 14.97235 24.63165 -15.20610 0.052
H 20.12542 20.55690 -25.07201 0.309
C 17.45477 20.57566 -17.13895 0.276
C 9.93619 25.23575 -20.79016 -0.640
H 19.52683 26.15798 -16.58790 0.289
H 13.82398 25.09459 -21.29541 0.352
H 19.13233 19.18549 -24.53573 0.253
O 17.51463 23.15572 -23.03336 -0.259
H 11.59802 22.11784 -17.00502 0.274
O 18.33710 21.03518 -24.06066 -0.254
H 17.39322 23.21373 -20.99497 0.211
O 20.84036 18.13871 -14.87407 -0.332
H 19.49469 27.79063 -16.06824 0.278
O 17.27878 24.58034 -16.88284 -0.305
H 18.57812 20.16147 -25.87958 0.269
C 19.10930 20.19869 -24.92936 -0.681
C 21.17979 17.58989 -13.64316 -0.749
O 13.03315 21.13610 -14.83393 -0.344
H 17.06721 22.88590 -18.07098 0.201
H 14.96287 20.44772 -15.25054 0.236
C 11.34203 20.42763 -12.45817 -0.729
H 16.20269 22.11334 -21.72580 0.043
H 17.99678 20.61833 -18.08827 0.449
H 21.44890 24.01893 -22.60922 0.283
C 19.11727 26.79974 -15.80093 -0.692
H 21.53286 18.38047 -12.96010 0.308
H 20.44672 20.09011 -14.42388 0.343
H 19.80258 19.50187 -16.94121 0.266
H 14.66885 24.35757 -19.97546 -0.206
O 19.98279 22.57734 -23.04295 -0.279
H 10.49188 25.87306 -20.10275 0.274
H 18.56312 18.43705 -16.19682 0.232
O 10.74478 23.41935 -18.39633 -0.374
C 17.21252 22.50365 -21.80110 -0.390
H 15.70076 24.04465 -18.14612 0.051
P 18.67447 22.58243 -23.96222 0.895
H 20.38800 17.06029 -13.09980 0.311
C 13.77281 24.26887 -20.58275 -0.222
P 11.43422 23.30772 -19.81975 1.082
```

***

The following is a quantum chemistry calculation of a 5-piece molecular cluster, C16H46N4O5 overall in a non-equilibrium geometry, from the OMol25 dataset.

Results
HOMO-LUMO gap	9.69	eV
charge	0
lowest unoccupied orbital energy	0.4	eV
ΔE to the lowest compared entry with this formula, charge and spin	274.2	kJ/mol
structure (SMILES)	COC[C@H](C)N.COC[C@H](C)N.COC[C@H](C)N.COC[C@H](C)N.O

```
71
Properties=species:S:1:pos:R:3:mulliken_charge:R:1
H -1.47836 8.74710 -8.40447 0.243
H 2.93568 -1.71944 4.15953 0.295
H 4.31748 3.41413 4.34315 0.265
H -6.70756 -4.32528 2.72986 0.344
H -5.67929 -3.39280 4.30577 0.187
H -3.64308 -7.24086 3.15588 0.257
H -3.54319 6.93348 -4.58021 0.317
C 1.77829 -3.56737 -3.42513 0.664
H 2.50885 -1.59170 -3.67178 0.385
H 3.71380 0.62888 6.48943 0.324
C -3.19289 -6.26297 3.32667 -0.741
O 4.33915 -0.92609 5.35162 -0.337
C -0.83086 8.72738 -7.52785 -0.717
H -2.43812 -6.10389 4.09681 0.287
N -4.91440 -1.69137 3.46746 -0.740
C 1.94105 -7.25146 -2.71214 -0.785
O -1.57211 1.21799 0.53337 -0.654
H -3.27450 -3.61080 4.02719 0.280
O -4.19456 -5.28808 3.59318 -0.304
C -1.39673 6.80033 -4.31317 0.606
H 2.93095 -7.56914 -3.03963 0.309
H 4.41068 -1.13665 3.30463 0.251
H 2.40326 -2.05120 -1.92589 0.323
H 4.46876 -2.65074 4.14006 0.253
H -2.88129 8.14101 -3.43964 0.306
C 2.03095 -4.85167 -2.67673 -0.851
H 0.19725 8.46167 -7.77380 0.283
C 4.02366 -1.65661 4.18096 -0.648
H -4.30447 -1.53800 4.25775 0.248
H -3.16753 6.54785 -2.93762 0.383
H -5.93184 -3.71189 1.35504 0.269
C -6.24106 -3.41353 2.35677 -1.326
H 5.60081 2.22386 6.29282 0.347
H 4.63590 1.15865 3.64029 0.174
C -0.76018 7.83787 -5.27467 -0.628
H -0.16919 -3.85606 -3.76405 0.249
H -0.84195 9.74355 -7.13367 0.315
C 3.72564 0.36348 5.43229 -0.646
H -0.77115 5.77321 -2.71573 0.261
H 1.98266 -3.75343 -4.47951 0.282
H -2.26627 0.98320 1.14920 0.329
H 0.44237 6.54254 -3.36781 0.233
H 2.94664 2.54916 4.04014 0.271
H 0.30402 7.60265 -5.25870 0.290
H -1.43905 5.82379 -4.79553 0.239
H -5.80227 -1.28104 3.71930 0.270
N 3.65738 2.75362 4.72801 -0.726
H -2.64104 -6.07688 2.40530 0.307
C -3.96425 -3.93662 3.24861 -0.630
H 2.67435 0.38906 5.14552 0.326
H 0.18954 -2.38125 -3.88449 0.248
H 1.65409 -4.67641 -1.66909 0.308
C 4.44986 1.50436 4.65714 0.696
H -3.61326 -3.85604 2.21982 0.335
H 1.97631 -7.30890 -1.62422 0.317
C 2.59207 -2.39718 -2.94214 -1.389
C -5.18125 -3.14407 3.36866 0.623
H -1.55004 0.49297 -0.09120 0.321
H 6.50365 1.21834 5.21689 0.336
O 1.46997 -6.03355 -3.25709 -0.330
H -6.99922 -2.63252 2.29918 0.339
H 3.62783 -2.72077 -3.04505 0.367
H 3.09246 -5.06425 -2.54983 0.380
N 0.37246 -3.16149 -3.26978 -0.763
C -2.80723 7.11381 -3.79667 -1.374
C 5.72753 1.98342 5.23724 -1.579
O -1.39016 7.84770 -6.51342 -0.310
N -0.53511 6.65820 -3.14137 -0.766
H 6.10893 2.91841 4.82686 0.398
H 1.29375 -8.08378 -2.98842 0.286
H -0.90456 8.81413 -4.81189 0.319
```

***

Among the records above, which one has the lowest HOMO-LUMO gap? C16H46AgFO18P4

***

The lowest HOMO-LUMO gap belongs to which entry? C16H46AgFO18P4